Molecular formula: C31H72BrClN5O3P
Method: DFT, the ωB97M-V functional and the def2-TZVPD basis

Calculated values
LUMO level in eV: -0.280
HOMO in eV: -7.88
Structure (SMILES): NCCC[C@H]1C(=O)O[C@@H](P(O)Br)[C@@H]1Cl.CCN(CC)CC.CCN(CC)CC.CCN(CC)CC.CCN(CC)CC
Gap between HOMO and LUMO in Ha: 0.279
Maximum force in eV/A: 9.48

Positions of all 114 atoms, in Å:
N  1.1752  -3.5719  2.2773
C  1.2634  -2.7890  0.9810
C  0.5756  -1.3014  1.0242
C  -0.6369  -1.1264  2.1144
C  -2.0391  -1.4906  1.3444
C  -2.3904  -3.0722  1.0018
O  -1.7746  -4.2042  1.3799
O  -3.6369  -2.8908  0.1892
C  -4.4367  -1.8035  0.8447
P  -5.9876  -2.7910  1.4101
O  -5.3851  -4.3153  2.0025
Br  -7.2128  -3.3434  -0.4528
C  -3.4814  -1.1107  2.0290
Cl  -3.9022  0.6615  2.3926
H  2.1854  -3.7979  2.5241
H  0.7858  -4.5170  1.9811
H  0.6658  -3.4057  0.1524
H  2.4026  -2.6917  0.6644
H  0.0841  -1.1323  -0.0504
H  1.3404  -0.4102  1.1547
H  -0.6579  0.0323  2.4010
H  -0.4729  -1.6949  3.1321
H  -2.0270  -0.8085  0.3934
H  -4.6715  -0.9006  0.1042
H  -5.3677  -4.9718  1.2272
H  -3.6707  -1.6294  3.0686
C  -4.5416  -4.3969  7.8162
C  -3.2761  -4.0664  7.0290
N  -2.5455  -5.2476  6.5648
C  -1.1937  -4.9448  6.0855
C  -1.0657  -4.0601  4.8494
C  -3.3004  -6.1976  5.7442
C  -3.9467  -5.6717  4.4673
H  -4.3248  -5.0727  8.6487
H  -4.9703  -3.4792  8.2325
H  -5.3069  -4.8564  7.1828
H  -2.6271  -3.4930  7.7043
H  -3.5342  -3.3962  6.2021
H  -0.6523  -5.8820  5.9052
H  -0.6447  -4.4609  6.9043
H  -1.3340  -4.5964  3.9387
H  -0.0230  -3.7412  4.7344
H  -1.6749  -3.1548  4.9194
H  -4.0909  -6.6340  6.3678
H  -2.6601  -7.0520  5.4905
H  -4.4759  -4.7283  4.6200
H  -4.6797  -6.4003  4.1038
H  -3.2133  -5.5373  3.6691
C  2.0450  6.2256  -1.2855
C  1.1450  5.0287  -0.9895
N  1.8747  3.7703  -0.8204
C  1.0087  2.5877  -0.8433
C  -0.0172  2.4435  0.2764
C  2.9204  3.7584  0.2053
C  2.5161  4.1134  1.6318
H  2.6915  6.0316  -2.1464
H  1.4319  7.1029  -1.5177
H  2.6734  6.4847  -0.4276
H  0.4636  4.9291  -1.8450
H  0.5205  5.2574  -0.1194
H  1.6284  1.6827  -0.8718
H  0.4674  2.5830  -1.7988
H  0.4505  2.1577  1.2190
H  -0.7278  1.6486  0.0209
H  -0.5966  3.3576  0.4317
H  3.7103  4.4541  -0.1049
H  3.4162  2.7793  0.2115
H  1.8822  5.0018  1.6819
H  3.4143  4.3214  2.2235
H  1.9995  3.2859  2.1232
C  -2.6383  8.0784  -7.3510
C  -2.6727  6.8905  -6.3929
N  -1.4258  6.6963  -5.6499
C  -1.3482  5.3989  -4.9720
C  -2.3562  5.1227  -3.8609
C  -0.9518  7.8395  -4.8661
C  -1.8922  8.4129  -3.8119
H  -1.7851  8.0128  -8.0325
H  -3.5506  8.0936  -7.9567
H  -2.5861  9.0318  -6.8159
H  -2.8609  5.9985  -7.0054
H  -3.5334  6.9956  -5.7238
H  -0.3362  5.2563  -4.5727
H  -1.4598  4.6132  -5.7310
H  -2.1204  5.6792  -2.9534
H  -2.3272  4.0588  -3.5972
H  -3.3819  5.3536  -4.1612
H  -0.6929  8.6468  -5.5627
H  0.0026  7.5851  -4.3878
H  -2.9111  8.5456  -4.1829
H  -1.5298  9.3980  -3.4982
H  -1.9237  7.7887  -2.9161
C  6.2800  -4.8241  -4.2220
C  6.3266  -3.5697  -3.3534
N  5.0190  -3.1637  -2.8337
C  5.0123  -1.8121  -2.2663
C  5.8701  -1.5623  -1.0298
C  4.2867  -4.1691  -2.0601
C  4.9749  -4.7566  -0.8329
H  5.5545  -4.7167  -5.0339
H  7.2626  -5.0010  -4.6720
H  6.0231  -5.7140  -3.6389
H  6.7202  -2.7635  -3.9869
H  7.0560  -3.7180  -2.5500
H  3.9795  -1.5152  -2.0442
H  5.3387  -1.1146  -3.0492
H  5.4298  -2.0053  -0.1361
H  5.9422  -0.4838  -0.8468
H  6.8897  -1.9396  -1.1463
H  4.0310  -4.9975  -2.7328
H  3.3133  -3.7617  -1.7586
H  6.0114  -5.0421  -1.0268
H  4.4430  -5.6601  -0.5152
H  4.9538  -4.0648  0.0121